[1]
Here is a molecular structure, C49H42BrGeI2N4O4S2Ti in a non-equilibrium geometry from OMol25. Energies are from ωB97M-V/def2-TZVPD.

```
106
Properties=species:S:1:pos:R:3:forces:R:3
I 6.128544 -2.660188 1.155006 -0.293 0.099 -0.039
I 1.286949 0.412885 2.841533 0.287 -0.099 -0.241
Br 0.217122 3.162913 0.551206 0.640 0.264 0.228
Ge -1.343438 -1.255681 -2.505708 -0.892 -1.027 -1.440
Ti -1.048382 0.319993 -0.483777 -0.308 -0.017 -0.931
S -0.070667 2.000011 -3.010300 -0.065 1.070 -0.928
S -3.324576 2.531152 0.398998 -0.271 0.498 0.022
O 0.621832 -0.135201 -0.353168 2.080 -0.548 0.655
O -2.536372 3.351998 1.283789 -0.032 0.036 -0.026
O -4.732923 2.411160 0.644879 -0.041 -0.311 0.087
O -1.018966 1.661895 -1.838112 0.021 0.246 -0.499
N 1.463594 -2.272209 -1.755777 -0.012 -0.173 0.010
N -2.634475 0.992270 0.436703 -0.671 0.833 0.175
N -1.317120 -1.249858 0.897173 -0.359 -0.288 0.376
N 2.174700 2.205564 -1.141231 -0.282 -0.100 -0.062
C -3.077670 -5.743481 -1.979093 -0.044 0.056 0.142
C 3.944397 -3.453825 -1.294126 -0.079 -0.010 -0.124
C -4.204827 -0.646327 -2.610915 0.018 -0.087 -0.013
C -0.651184 -3.115518 2.225365 -0.027 -0.074 0.044
C 3.579961 -1.137960 1.601008 0.151 -0.158 -0.038
C -3.044664 -1.031373 4.157476 -0.135 0.087 0.112
C -1.747996 -4.629625 -5.811171 0.048 0.100 -0.015
C 2.249435 -1.825249 -0.752921 0.089 0.058 0.045
C 3.400007 1.879904 -1.546074 0.104 0.009 0.000
C -2.714073 -6.267960 -4.352135 0.004 -0.027 -0.091
C 2.324261 -0.584479 1.305116 -1.055 0.448 -0.336
C 2.028814 2.787917 0.024041 -0.138 -0.006 0.075
C -5.609220 -0.303734 -4.530446 -0.010 0.006 -0.054
C 5.908384 1.764030 -1.303255 -0.002 -0.047 0.065
C -2.300061 -5.907086 -5.602020 -0.034 -0.085 0.075
C -1.621472 -3.751791 -4.771359 0.029 0.032 -0.043
C 4.186145 -1.977162 0.712514 0.434 -0.075 0.254
C -4.309869 3.499187 -3.359445 -0.006 -0.017 -0.014
C -1.945866 -3.178059 -2.363398 0.279 0.402 0.566
C 1.705618 -0.788954 0.077605 0.799 -0.141 0.432
C 0.097032 -1.009904 -3.905116 -0.211 0.205 0.407
C -1.442031 -2.700554 3.265558 -0.005 0.037 -0.119
C -5.464041 -0.438124 -3.156898 -0.024 0.033 0.055
C -4.036035 2.742313 -2.233361 -0.035 -0.042 -0.011
C -3.288415 3.294264 -1.208203 -0.025 -0.103 0.032
C -3.596679 0.860907 2.752637 0.256 -0.055 -0.387
C 3.091693 3.116246 0.849898 -0.044 0.070 0.151
C -3.053217 -4.840030 -0.958963 -0.083 -0.128 -0.024
C -3.245391 -0.651439 -4.794213 0.150 -0.023 0.053
C 0.209419 3.780987 -2.882189 0.201 -0.138 0.253
C -4.495364 -0.412789 -5.349887 -0.007 0.001 -0.035
C -3.146199 5.371540 -2.387305 -0.024 -0.011 0.001
C -0.633081 -2.372343 1.044677 -0.001 -0.004 -0.094
C -2.027701 -4.090010 -3.457647 -0.005 -0.160 -0.075
C -2.822015 0.394784 1.703205 -0.401 -0.387 0.911
C -1.199104 2.158055 -4.411822 0.049 -0.203 0.145
C 1.880181 -3.281743 -2.478743 -0.051 0.070 0.109
C -2.596171 -5.379429 -3.257420 0.081 0.138 -0.036
C -2.220317 -1.534239 3.134503 0.201 0.033 -0.323
C -3.868309 4.815245 -3.434938 0.038 0.028 0.002
C 3.133440 -3.893220 -2.301873 0.128 -0.033 0.057
C -2.112612 -0.822058 1.913907 -0.355 0.147 0.346
C -3.703437 0.145668 3.955495 0.023 -0.151 0.200
C 3.504052 -2.412731 -0.447425 -0.195 0.055 -0.110
C 4.364132 2.794095 0.410384 -0.097 0.020 0.011
C -2.856717 4.610706 -1.262326 0.149 -0.091 0.208
C -3.069661 -0.752994 -3.414990 0.153 0.203 0.238
C -2.502355 -3.560163 -1.166220 0.085 0.067 -0.145
C 4.545690 2.143866 -0.807853 -0.053 0.011 -0.065
H 0.928378 -0.464531 -3.464476 0.031 -0.058 -0.059
H -6.585934 -0.129897 -4.962951 -0.010 -0.004 0.013
H 6.297600 0.915663 -0.736390 0.011 -0.012 -0.023
H -2.840924 6.408874 -2.424523 0.022 -0.004 -0.013
H 6.606485 2.590741 -1.175142 0.028 -0.009 -0.044
H 0.477513 -1.973374 -4.231961 -0.062 0.074 0.034
H 5.882112 1.486586 -2.355605 0.028 0.000 -0.004
H -4.898005 3.071252 -4.160932 -0.002 -0.020 0.004
H -0.086457 -2.721437 0.178385 0.102 0.074 0.009
H -2.409472 -6.588428 -6.435078 0.005 -0.020 0.009
H -0.591665 2.166572 -5.316957 0.066 -0.004 0.030
H -4.141372 1.783476 2.662745 -0.054 -0.002 0.058
H 1.188368 -3.642999 -3.233773 0.054 -0.077 -0.004
H -0.689670 4.222229 -2.465345 -0.126 0.025 -0.052
H -4.101595 -0.736743 -1.531716 -0.086 -0.004 -0.009
H 4.053716 -0.897468 2.542066 0.004 0.035 -0.008
H -1.793949 3.063783 -4.337251 0.018 0.060 0.126
H -3.166843 -7.237189 -4.181724 0.027 -0.022 0.004
H -6.331292 -0.366550 -2.511799 0.007 -0.006 0.015
H -4.435294 1.749082 -2.126353 -0.044 -0.143 -0.086
H 0.396150 4.164714 -3.883718 -0.034 -0.137 -0.078
H -1.235429 -2.759267 -4.946184 -0.012 -0.073 -0.113
H -0.044895 -4.007026 2.295450 -0.032 -0.028 -0.017
H 3.432260 -4.712408 -2.940238 -0.008 0.001 -0.019
H -2.395456 -0.780588 -5.457521 -0.022 0.068 -0.037
H -3.492538 -6.733429 -1.835145 -0.013 -0.008 -0.014
H 4.906079 -3.915542 -1.116845 -0.001 0.000 0.014
H -4.329487 0.554206 4.737129 -0.012 0.001 -0.003
H 1.063119 3.981700 -2.245592 -0.023 -0.096 0.007
H -2.343881 5.025738 -0.404077 0.033 0.077 -0.077
H -3.462789 -5.090243 0.011820 -0.005 -0.032 -0.005
H -1.436621 -4.341929 -6.807213 -0.005 0.034 0.001
H -3.141608 -1.576112 5.086892 0.038 -0.011 0.009
H 3.453658 1.396677 -2.518383 0.098 0.000 0.040
H -1.480566 -3.261430 4.190950 0.005 0.000 0.015
H -2.550285 -2.854381 -0.351569 -0.029 -0.029 0.036
H 2.925335 3.610255 1.796347 0.001 -0.001 0.001
H -4.597964 -0.323130 -6.424199 -0.023 -0.032 -0.004
H -1.855366 1.293153 -4.412323 0.006 -0.096 -0.001
H -4.117985 5.419153 -4.297705 0.015 0.000 -0.010
H -0.251242 -0.466493 -4.784978 -0.128 -0.026 -0.004
H 5.223393 3.062032 1.012862 0.006 -0.041 0.039
```
Forces are in eV/Å.

Calculated values
* largest force on an atom: 2.25 eV Å⁻¹
* E_HOMO: -9.89 eV
* LUMO level: -3.217 eV
* charge: +1
* ΔE to the lowest compared entry with this formula, charge and spin: 26.0 kcal/mol



[2]
Here is a single C2H4INO2 molecule in a non-equilibrium geometry from OMol25. Energies are from ωB97M-V/def2-TZVPD.

```
10
Properties=species:S:1:pos:R:3:forces:R:3
I 3.909561 0.261917 0.013505 0.078 0.070 -0.127
O 0.949182 1.074630 1.113404 1.197 -1.262 0.087
O 1.585217 -1.194829 0.896137 -0.677 -0.999 1.315
N 2.110193 -0.738630 -0.346176 -0.211 1.492 -0.298
C -0.464518 -0.237937 -0.226346 1.999 -2.680 0.900
C 0.952824 -0.110994 0.365372 -1.177 1.113 -0.396
H -1.053915 -0.463832 0.719058 0.128 0.475 -1.547
H -0.351526 -1.182213 -0.866701 -0.899 1.525 0.565
H -0.691959 0.684057 -0.747081 -0.410 -0.161 -0.031
H 1.411196 0.854241 1.946745 -0.027 0.427 -0.468
```
Forces are in eV/Å.

Calculated values
* largest force on an atom: 3.46 eV Å⁻¹
* E_HOMO: -9.54 eV
* LUMO level: -0.295 eV
* ΔE to the lowest compared entry with this formula, charge and spin: 68.2 kcal/mol



[3]
Here is a single C16H21N3O2 molecule in a non-equilibrium geometry from OMol25. Energies are from ωB97M-V/def2-TZVPD.

```
42
Properties=species:S:1:pos:R:3:forces:R:3
O 4.342641 -0.768029 0.929015 -0.832 -0.255 -0.108
O 4.292525 -2.970094 0.638275 0.009 0.891 -0.331
N -4.981863 -0.171128 -0.162988 -0.039 -0.032 0.985
N 0.501739 2.963058 -0.954625 0.152 -1.489 -0.110
N 0.217917 0.075587 -1.127849 0.253 0.865 0.045
C -4.169105 0.262735 0.987028 0.942 0.215 -0.585
C -2.941440 1.016878 0.445908 -0.366 0.141 0.558
C -4.659618 -1.521084 -0.641689 -0.306 -0.140 -0.402
C -0.601278 2.277453 -0.526378 -1.090 0.906 0.426
C 3.456607 0.120239 1.624843 -0.434 0.407 0.559
C 1.412953 2.145618 -1.416054 0.659 0.467 -0.249
C 2.599189 -0.552729 2.731647 -0.017 0.830 -0.024
C -1.935366 0.281374 -0.106135 0.166 -0.116 0.091
C 2.377158 -1.889981 -0.249885 0.183 0.099 0.338
C 3.738434 -1.909443 0.459002 0.202 -1.445 0.255
C 1.289510 0.720244 -1.516035 0.442 -0.329 -0.037
C 2.453128 -0.066318 -2.105738 -0.406 -0.020 -0.416
C -1.683098 3.025663 0.019513 0.409 0.756 -0.120
C -0.750179 0.886088 -0.596917 -0.195 -0.646 -0.186
C 2.456686 -1.569975 -1.757958 0.385 0.550 0.056
C -2.807014 2.438944 0.494992 -0.512 -0.754 0.123
H 2.992628 -1.513912 3.080727 -0.142 0.123 -0.333
H 3.411528 0.426180 -1.875458 -0.309 -0.189 0.167
H -4.297833 -1.493994 -1.682210 -0.181 -0.040 0.295
H 2.348847 0.015224 -3.204566 0.131 -0.005 0.312
H -3.879254 -2.028507 -0.055975 -0.232 0.264 0.068
H 1.970419 -2.904568 -0.153158 0.320 0.240 0.144
H -1.584758 4.112512 0.046790 0.100 -0.301 -0.021
H 3.391861 -1.983902 -2.169992 -0.332 -0.029 0.167
H 2.586707 0.116149 3.607061 0.026 -0.231 -0.249
H 1.636946 -2.075451 -2.280784 0.075 0.208 0.231
H -5.559727 -2.151901 -0.588326 0.303 0.070 -0.200
H 2.785047 0.644849 0.925198 0.269 -0.162 0.045
H 2.353894 2.592329 -1.757442 -0.279 -0.108 0.066
H 1.556796 -0.604081 2.390861 0.265 -0.481 0.210
H -3.766659 -0.599081 1.554591 -0.320 0.191 -0.096
H -5.953371 -0.104753 0.110201 0.046 -0.206 -0.175
H -3.613440 3.041445 0.913256 0.188 -0.133 -0.092
H -4.741799 0.872212 1.697932 0.046 0.000 -0.395
H 1.700789 -1.238266 0.313534 0.019 -0.015 -0.523
H 4.076371 0.885760 2.106995 0.163 -0.330 -0.424
H -2.024518 -0.803346 -0.147206 0.243 0.230 -0.065
```
Forces are in eV/Å.

Calculated values
* largest force on an atom: 1.50 eV Å⁻¹
* E_HOMO: -9.05 eV
* LUMO level: -0.187 eV
* ΔE to the lowest compared entry with this formula, charge and spin: 68.3 kcal/mol



[4]
Here is 2 unconnected molecules or ions with the total composition C5H14NOS in a non-equilibrium geometry from OMol25. Energies are from ωB97M-V/def2-TZVPD.

```
22
Properties=species:S:1:pos:R:3:forces:R:3
S -2.895124 1.094196 -1.049651 -0.391 -0.291 0.872
O -0.656487 1.543161 -3.043603 -0.298 0.102 0.058
N 0.017263 0.314842 1.654980 0.303 -0.430 -1.118
C 1.322457 0.445236 0.910249 -0.328 -0.143 2.858
C 1.055474 -1.601181 -0.569901 1.350 0.644 0.642
C -2.070002 0.004551 0.162438 -0.448 0.257 -0.476
C -1.181937 0.901121 1.079199 0.229 0.532 0.204
C 1.902347 -0.915014 0.538956 0.845 0.882 -0.847
H -0.861995 1.793932 0.509738 -0.105 -0.339 0.178
H 2.177577 -1.549398 1.383460 -0.678 0.020 0.249
H 0.097030 1.048476 -2.717277 0.052 -0.108 0.065
H -0.091311 -0.675263 1.836970 -0.341 0.069 0.184
H -1.409719 1.343978 -2.435131 0.764 0.038 -0.532
H 0.416628 -0.811020 -0.963856 -0.006 -0.315 -0.438
H -1.771903 1.300820 1.925873 -0.158 -0.291 -0.600
H 2.910755 -0.655039 0.168331 -0.310 -0.241 -0.315
H 1.933673 0.920922 1.717709 0.234 -0.178 -1.105
H -2.827649 -0.538556 0.715529 -0.187 0.165 0.351
H -1.554081 -0.757449 -0.414029 0.558 0.195 0.128
H 1.262919 1.126656 0.065274 -0.178 -0.067 -0.165
H 1.785191 -1.945701 -1.322293 -0.867 -0.236 0.077
H 0.438895 -2.389269 -0.152961 -0.040 -0.263 -0.271
```
Forces are in eV/Å.

Calculated values
* largest force on an atom: 2.88 eV Å⁻¹
* E_HOMO (spin up / spin down): -8.97 / -9.00 eV
* LUMO level (spin up / spin down): 0.849 / -2.369 eV
* <S²>: 0.75
* multiplicity: 2
* ΔE to the lowest compared entry with this formula, charge and spin: 16.7 kcal/mol



Number 1: E_tot -9304.4702 hartree. Number 2: E_tot -581.4231 hartree. Number 3: E_tot -937.0151 hartree. Number 4: E_tot -727.0011 hartree.